No. 1
Formula: C27H31IN4O4PbS
Source: the Open Molecules 2025 dataset
Level of theory: ωB97M-V/def2-TZVPD

Output
Energy above the lowest of the compared OMol25 structures with the same formula, charge and spin (kcal per mole): 0.0
HOMO energy (eV): -7.611
E (Ha): -2456.24247
LUMO level (eV): 0.0209

Structure (XYZ):
```
69
Properties=species:S:1:pos:R:3:mulliken_charge:R:1
Pb 0.062 -0.932 -2.228 1.13
C 1.319 3.080 -4.717 -1.27
C 1.972 3.031 -3.372 0.92
N 2.540 4.105 -2.903 -0.71
C 3.128 4.057 -1.677 -0.83
C 3.166 2.936 -0.903 1.15
C 3.831 3.005 0.445 -1.27
O 5.032 2.235 0.521 -0.52
C 2.550 1.747 -1.390 -0.45
C 2.661 0.548 -0.596 -0.91
N 2.022 -0.562 -0.749 0.28
C 2.363 -1.602 0.163 -0.08
C 2.383 -1.371 1.534 0.18
C 2.692 -2.390 2.417 -0.91
C 2.977 -3.662 1.943 -0.59
C 2.947 -3.911 0.579 -0.47
C 2.638 -2.885 -0.301 -0.11
I 2.571 -3.280 -2.339 0.12
C 1.930 1.770 -2.649 0.79
O 1.358 0.769 -3.213 -1.12
H 1.334 4.102 -5.086 0.39
H 0.293 2.714 -4.664 0.28
H 1.839 2.429 -5.423 0.29
H 3.568 4.983 -1.325 0.39
H 3.185 2.605 1.229 0.36
H 4.022 4.054 0.689 0.44
H 5.617 2.535 -0.182 0.37
H 3.404 0.587 0.201 1.10
H 2.117 -0.388 1.903 0.51
H 2.695 -2.194 3.481 0.39
H 3.213 -4.461 2.632 0.40
H 3.162 -4.900 0.200 0.40
C -3.579 -4.022 1.949 -1.01
C -3.740 -3.116 0.740 -0.67
N -3.302 -1.744 0.993 0.13
C -4.267 -0.848 1.646 -0.67
C -3.973 -0.634 3.124 -0.97
C -2.088 -1.285 0.651 0.29
S -0.888 -2.384 0.069 -0.36
N -1.867 0.002 0.952 -0.10
C -1.202 0.886 0.246 -0.06
O -0.804 0.809 -0.956 -0.81
C -0.948 2.200 0.939 0.38
C -1.532 2.496 2.167 0.11
C -1.274 3.709 2.786 -0.73
C -0.432 4.634 2.183 -0.43
C 0.140 4.349 0.951 -0.68
C -0.125 3.139 0.327 -0.44
H -3.950 -5.023 1.723 0.42
H -4.135 -3.649 2.809 0.27
H -2.527 -4.099 2.226 0.24
H -4.787 -3.066 0.432 0.42
H -3.165 -3.499 -0.097 0.22
H -5.247 -1.308 1.517 0.40
H -4.277 0.104 1.117 0.43
H -4.038 -1.567 3.682 0.32
H -4.693 0.066 3.551 0.33
H -2.974 -0.224 3.252 0.21
H -2.186 1.769 2.627 0.29
H -1.735 3.935 3.739 0.40
H -0.229 5.580 2.669 0.40
H 0.785 5.071 0.466 0.49
H 0.291 2.919 -0.645 0.51
C -2.191 -3.975 -3.969 -0.64
O -1.042 -3.725 -3.173 -0.32
H -3.116 -3.739 -3.436 0.24
H -2.230 -5.013 -4.312 0.27
H -2.122 -3.327 -4.841 0.24
H -1.137 -4.173 -2.326 0.23
```

***

No. 2
Formula: C5H3NO2
Source: the Open Molecules 2025 dataset
Level of theory: ωB97M-V/def2-TZVPD

Output
Energy above the lowest of the compared OMol25 structures with the same formula, charge and spin (kcal per mole): 23.0
HOMO energy (eV): -9.246
E (Ha): -397.49597
LUMO level (eV): 0.3754

Structure (XYZ):
```
11
Properties=species:S:1:pos:R:3:mulliken_charge:R:1
N -3.401 0.219 0.073 -0.48
C -2.225 0.124 0.094 0.20
C -0.778 0.158 0.007 0.27
O -0.380 1.441 0.354 -0.35
C 0.926 1.332 0.387 -0.43
C 1.397 0.086 -0.015 -0.49
C 0.163 -0.747 -0.190 0.56
O -0.119 -2.029 -0.485 -0.50
H 1.369 2.129 0.824 0.52
H 2.431 -0.228 -0.172 0.35
H 0.618 -2.483 -0.877 0.33
```

***

No. 3
Formula: C6H10O
Source: the Open Molecules 2025 dataset
Level of theory: ωB97M-V/def2-TZVPD

Output
Energy above the lowest of the compared OMol25 structures with the same formula, charge and spin (kcal per mole): 19.6
HOMO energy (eV): -9.628
E (Ha): -309.81114
LUMO level (eV): 1.1249

Structure (XYZ):
```
17
Properties=species:S:1:pos:R:3:mulliken_charge:R:1
C -2.216 -0.475 0.115 -1.34
C -0.844 -0.079 -0.411 0.40
O -0.554 1.239 0.015 -0.45
C 0.806 1.492 -0.299 -0.59
C 1.508 0.147 -0.263 -0.07
C 1.386 -0.600 1.023 -0.76
C 0.427 -0.890 -0.135 -0.27
H -2.944 0.321 -0.089 0.34
H -2.216 -0.653 1.194 0.32
H -2.571 -1.379 -0.391 0.35
H -0.840 -0.126 -1.520 0.21
H 0.896 1.950 -1.295 0.31
H 1.187 2.192 0.453 0.31
H 2.365 -0.007 -0.910 0.39
H 1.030 -0.083 1.911 0.22
H 2.224 -1.272 1.230 0.28
H 0.441 -1.847 -0.652 0.35
```